Molecular formula: C20H37Br2F12N2O25S4Zr
Method: DFT, ωB97M-V/def2-TZVPD

The geometry in XYZ format:
```
103
Properties=species:S:1:pos:R:3:forces:R:3:mulliken_charge:R:1
Zr -0.0992 -2.4809 2.1043 1.9 1.6 -1.9 1.554
C 3.4679 -0.3234 1.0260 -1.1 0.6 -0.7 0.627
F 2.9555 -1.0301 0.0202 0.4 -0.1 0.1 -0.113
F 4.3122 -1.0608 1.6995 0.4 -0.4 0.3 -0.192
F 4.0554 0.7538 0.5550 0.2 -0.1 0.0 -0.172
S 2.0573 0.2680 2.1471 0.0 -1.4 0.1 0.770
O 2.4046 -0.2780 3.4213 -0.3 -0.4 0.6 -0.867
O 1.9773 1.6636 1.9986 -0.3 0.5 -0.3 -0.329
N 0.6267 -0.5759 1.5262 2.0 3.2 1.2 0.381
S -0.3922 0.5976 0.8451 -2.1 -0.6 -1.7 0.128
O -1.5559 -0.1509 0.4977 -0.1 -0.4 -0.1 -0.118
O -0.6415 1.8250 1.5065 1.1 0.0 0.6 -0.022
C 0.4333 0.9478 -0.8178 1.5 0.0 1.1 -0.049
F 1.4106 1.8368 -0.5583 -0.1 -0.2 -0.4 -0.135
F 0.9828 -0.1584 -1.2956 0.0 -0.1 0.0 0.246
F -0.3876 1.4188 -1.6770 -1.1 0.7 -0.4 0.124
C -2.9209 -1.9282 5.2536 -0.9 -0.9 -1.3 0.612
F -3.1310 -3.2215 4.9406 0.6 0.4 0.3 -0.210
F -3.9305 -1.5053 5.9511 -0.2 0.4 0.4 -0.161
F -1.7992 -1.7958 5.9449 0.2 -0.1 0.1 -0.297
S -2.8944 -0.9296 3.6322 2.4 1.2 0.0 0.404
O -4.2178 -0.5521 3.3760 -1.3 -0.7 -0.4 -0.411
O -1.9365 0.1050 3.8398 0.3 -0.4 0.0 -0.296
N -2.1877 -2.0057 2.3640 -2.1 0.3 2.9 -0.058
S -3.4144 -2.5128 1.3841 0.3 -0.6 -3.5 0.988
O -4.2144 -1.4831 0.8299 -0.3 0.2 1.0 -0.511
O -2.7484 -3.3280 0.3863 0.3 -0.5 1.2 -0.721
C -4.5587 -3.7142 2.2610 0.8 0.3 0.5 0.498
F -5.2997 -4.2305 1.3153 -0.2 -0.2 -0.2 -0.152
F -3.8413 -4.6587 2.8701 0.1 -0.2 -0.3 -0.227
F -5.2922 -3.1096 3.1650 -0.4 0.2 0.1 -0.166
C 3.5558 -4.3969 2.0882 0.8 0.1 0.1 -1.312
C 2.3624 -3.5764 2.0413 -1.9 1.7 -0.3 0.836
O 1.9137 -2.9525 3.0678 -0.5 -1.0 0.0 -0.661
O 1.6471 -3.3370 0.9990 0.0 -1.3 0.2 -0.676
H 3.9522 -4.6553 1.1141 -0.2 -0.1 -0.1 0.323
H 3.3330 -5.2825 2.6803 0.2 -0.1 0.0 0.376
H 4.2937 -3.7884 2.6171 0.1 -0.3 0.2 0.386
Br -2.7022 5.2714 2.1485 0.1 0.1 0.0 -0.192
C -1.7825 5.6885 0.4816 -1.1 0.5 -0.7 -0.725
C -0.8807 4.5361 0.1569 0.5 0.7 0.2 0.026
Br -0.0650 4.7691 -1.5935 -0.1 0.1 -0.1 -0.165
H -1.3301 6.6769 0.5344 0.5 -0.3 0.5 0.470
H -2.5692 5.8662 -0.2546 0.0 -0.6 0.0 0.482
H -1.3872 3.5830 0.1737 -0.1 0.0 0.0 0.030
H -0.0571 4.5658 0.8654 0.1 -0.4 0.0 0.031
C -5.7564 -2.5759 -3.1773 0.6 0.2 -0.9 -1.645
C -4.2839 -2.8628 -2.9043 -1.4 0.2 0.9 0.734
C -3.4003 -3.2959 -4.0751 -0.4 -0.2 0.6 -0.409
O -2.2664 -2.4468 -3.9487 0.6 -0.3 0.2 -0.281
C -2.4020 -1.6295 -2.8932 -0.9 0.2 -1.2 0.409
O -1.5445 -0.8802 -2.5415 0.8 0.1 0.8 -0.606
O -3.6402 -1.6706 -2.4052 0.3 -0.2 0.0 -0.236
H -6.1925 -2.0338 -2.3446 -0.1 -0.2 0.1 0.364
H -6.2761 -3.5133 -3.3771 -0.1 0.0 0.2 0.417
H -5.8610 -1.9701 -4.0832 0.0 0.1 0.1 0.391
H -4.2879 -3.5337 -2.0374 0.5 -0.3 -0.4 0.104
H -3.8487 -3.1496 -5.0529 -0.1 0.1 0.0 0.315
H -3.1095 -4.3338 -3.9291 0.2 0.0 -0.3 0.274
C 0.8883 1.3415 -4.6753 1.2 -0.7 0.1 -1.106
C 0.8655 1.5061 -6.1945 0.0 0.1 0.4 0.386
C 1.3505 0.2453 -6.9362 -0.1 -0.1 1.1 -0.347
O 0.1286 -0.4195 -7.2458 0.1 -0.1 -0.1 -0.357
C -0.9340 0.3913 -7.0129 1.7 0.7 -0.1 0.646
O -2.0494 0.0914 -7.1788 -1.7 -0.5 -0.2 -0.496
O -0.5057 1.6119 -6.6042 0.2 0.0 -0.1 -0.395
H 0.0204 1.7880 -4.2088 -0.1 0.1 0.1 0.285
H 1.8158 1.7555 -4.2572 -0.3 0.4 -0.1 0.427
H 1.0105 0.2866 -4.3952 -0.7 0.0 0.0 0.132
H 1.4233 2.4121 -6.4213 -0.3 0.0 -0.6 0.406
H 1.8764 -0.3517 -6.1843 0.1 -0.2 -0.4 0.126
H 1.9842 0.3470 -7.8112 -0.2 0.3 -0.2 0.300
C 0.3928 6.8247 3.6759 0.4 0.8 -1.6 -1.212
C 0.2741 5.5734 4.4580 -1.2 -0.1 0.7 0.743
C 0.8104 4.2607 3.9083 -0.8 -0.7 -0.3 0.330
O 1.4677 3.6545 5.0186 0.4 0.3 -0.2 -0.352
C 1.4810 4.5122 6.0725 -0.6 0.1 -0.4 0.443
O 1.9306 4.2393 7.1273 0.5 -0.1 0.7 -0.540
O 0.8561 5.6711 5.7674 0.6 -0.3 -0.2 -0.413
H 1.3393 6.9769 3.1469 0.3 -0.1 0.5 0.358
H 0.1350 7.7244 4.2298 0.2 -0.1 0.3 0.403
H -0.3273 6.8109 2.8499 -0.1 -0.2 0.2 0.091
H -0.7994 5.4514 4.6322 0.0 -0.1 0.1 0.158
H 1.4155 4.3053 3.0008 0.5 0.3 0.4 0.131
H -0.0186 3.5957 3.6504 0.0 0.1 -0.1 -0.159
O 6.8664 -1.7527 -1.0225 0.0 -0.2 0.0 -0.661
H 7.2507 -2.5324 -1.4420 0.0 0.1 0.0 0.324
H 6.0426 -2.0629 -0.6312 0.1 0.0 0.0 0.296
O -0.3227 -2.3890 -0.1559 0.7 -0.9 0.4 0.502
H 0.5353 -2.6589 -0.5920 -0.3 0.3 -0.4 0.315
H -0.8387 -1.9595 -0.8708 -0.3 0.2 0.5 -0.337
O 1.6701 -3.0267 -1.8696 0.2 -0.2 0.3 -0.547
H 2.3174 -2.4611 -2.3358 -0.1 0.2 -0.1 0.287
H 2.2139 -3.6519 -1.3764 -0.1 0.0 -0.1 0.231
O 3.6204 -1.3220 -3.0537 -0.1 0.0 0.3 -0.683
H 3.6790 -0.9535 -3.9403 0.0 -0.1 0.0 0.290
H 4.1591 -0.7191 -2.5105 0.0 0.0 -0.3 0.280
O 0.1703 -1.4778 4.1120 0.5 -0.3 -0.1 0.011
H 1.0374 -0.9788 4.1807 -0.4 -0.4 -0.3 0.277
H -0.1996 -1.5430 4.9996 -0.3 0.0 0.0 0.236
O 5.7733 0.3840 -2.4349 0.3 -0.1 0.2 -0.637
H 6.1226 1.2684 -2.2830 -0.1 0.0 0.0 0.294
H 6.4361 -0.2241 -2.0493 -0.3 0.1 -0.1 0.350
```
Forces are in eV/Å.

Summary:
- calculated total energy (a.u.) = -10760.8903
- F_max (eV/A) = 3.95
- E_HOMO (eV) = -12.01
- LUMO level (Ha) = -0.191
- frontier orbital gap (hartree) = 0.251
- net charge = +1

Molecular formula: C23H27FN4O
Method: DFT, ωB97M-V/def2-TZVPD

The geometry in XYZ format:
```
56
Properties=species:S:1:pos:R:3:forces:R:3:nbo_charge:R:1
C -7.7099 -0.9507 -0.9875 -0.1 -0.1 -0.1 -0.252
O -6.9605 0.0569 -0.3519 0.1 0.2 0.1 -0.490
C -5.6433 -0.1710 -0.1027 0.2 0.0 0.1 0.296
C -4.9555 0.8648 0.5329 -0.2 -0.2 -0.1 -0.242
C -3.6187 0.7425 0.8407 0.2 -0.2 0.0 -0.203
C -2.9357 -0.4288 0.5211 -0.9 -0.1 -0.3 0.096
N -1.5825 -0.6021 0.8264 0.9 0.2 0.3 -0.158
C -0.7848 0.1620 1.6138 0.3 -0.3 0.1 -0.036
C 0.4562 -0.4297 1.6529 -0.3 0.1 0.0 -0.120
C 1.6676 0.0981 2.3652 0.1 -0.1 0.1 -0.243
N 2.8854 0.2194 1.5838 0.2 -0.2 0.0 -0.622
C 2.9473 1.2023 0.5140 -0.2 0.1 -0.1 -0.040
C 2.0557 0.9406 -0.7088 0.3 0.1 -0.1 -0.432
C 2.3433 1.9888 -1.7783 -0.2 -0.2 0.0 -0.217
N 2.0802 3.3204 -1.2639 0.1 0.0 0.0 -0.438
C 2.2126 4.3248 -2.2952 0.0 0.0 0.0 -0.404
C 2.9295 3.6102 -0.1230 -0.2 0.0 0.2 -0.214
C 2.6542 2.6194 1.0032 0.4 -0.1 -0.2 -0.419
C 0.3172 -1.5787 0.8283 -0.6 0.6 0.4 0.109
C 1.2987 -2.5885 0.4526 0.3 -0.4 -0.2 -0.034
C 2.3002 -3.0114 1.3252 -0.1 0.1 0.0 -0.230
C 3.2190 -3.9674 0.9305 0.0 0.0 0.0 -0.186
C 3.1591 -4.5230 -0.3360 -0.1 0.0 -0.2 -0.289
C 2.1495 -4.1073 -1.1861 0.0 0.0 0.1 0.407
F 2.0755 -4.6488 -2.4226 0.0 0.1 0.2 -0.326
C 1.2214 -3.1562 -0.8181 0.1 -0.1 0.0 -0.260
N -0.9155 -1.6468 0.3448 0.1 -0.5 -0.3 -0.256
C -3.6151 -1.4585 -0.1198 0.3 0.2 0.2 -0.141
C -4.9553 -1.3354 -0.4313 -0.4 0.2 0.0 -0.311
H -7.3198 -1.1728 -1.9858 0.0 0.0 0.0 0.176
H -7.7336 -1.8695 -0.3928 0.0 0.0 0.0 0.176
H -8.7199 -0.5541 -1.0764 0.1 -0.1 0.0 0.201
H -5.4973 1.7649 0.7751 -0.1 0.1 0.0 0.227
H -3.1131 1.5642 1.3218 0.1 0.1 0.0 0.214
H -1.1313 1.0494 2.1020 -0.1 0.2 0.1 0.217
H 1.9073 -0.5597 3.2100 -0.1 0.2 0.0 0.205
H 1.4287 1.0787 2.7819 0.0 -0.1 0.1 0.206
H 3.1411 -0.6891 1.2099 0.0 0.1 0.1 0.364
H 3.9938 1.1727 0.1755 -0.1 0.1 0.0 0.189
H 2.2409 -0.0589 -1.1101 0.0 0.0 0.0 0.210
H 1.0062 1.0118 -0.4236 0.0 -0.1 0.0 0.212
H 1.6918 1.8237 -2.6408 0.1 0.0 0.0 0.201
H 3.3920 1.8886 -2.1189 0.0 0.0 0.0 0.155
H 1.5205 4.0985 -3.1052 0.0 0.0 -0.1 0.200
H 1.9560 5.2988 -1.8804 0.0 0.1 0.0 0.198
H 3.2323 4.3790 -2.7106 0.0 0.0 0.0 0.161
H 2.7051 4.6251 0.2166 0.1 0.0 0.0 0.199
H 4.0012 3.5712 -0.3964 0.0 0.0 0.0 0.157
H 3.2745 2.8521 1.8694 0.0 0.0 0.1 0.217
H 1.6042 2.7058 1.2829 -0.1 0.0 0.1 0.200
H 2.3463 -2.6113 2.3260 0.0 0.1 0.1 0.217
H 3.9893 -4.2858 1.6167 0.1 0.0 0.1 0.219
H 3.8686 -5.2660 -0.6635 0.1 -0.1 -0.1 0.230
H 0.4435 -2.8517 -1.4990 -0.1 0.0 -0.1 0.244
H -3.0728 -2.3566 -0.3678 0.0 -0.1 0.0 0.237
H -5.4512 -2.1546 -0.9267 -0.1 -0.1 0.0 0.221
```
Forces are in eV/Å.

Summary:
- structure (SMILES) = COc1ccc(-n2cc(CNC3CCN(C)CC3)c(-c3cccc(F)c3)n2)cc1
- calculated total energy (a.u.) = -1286.7447
- F_max (eV/A) = 1.02
- E_HOMO (eV) = -7.89
- LUMO level (Ha) = 0.027
- energy relative to the best compared isomer or geometry (same formula, charge and spin) (kcal per mole) = 0.0
- frontier orbital gap (hartree) = 0.316

Molecular formula: C18H19Cl2O5SSeTl
Method: DFT, ωB97M-V/def2-TZVPD

The geometry in XYZ format:
```
47
Properties=species:S:1:pos:R:3:forces:R:3:nbo_charge:R:1
Tl 1.8158 -1.7944 -0.0520 0.2 -0.2 0.1 0.737
O -2.1477 -7.6460 -3.2509 0.0 0.1 0.0 -0.696
C -2.3844 -7.5338 -1.9069 0.0 -0.2 -0.1 0.777
O -3.3156 -8.1485 -1.4469 0.0 0.1 0.0 -0.612
C -1.4476 -6.7012 -1.1391 0.1 0.1 0.1 -0.293
C -0.5148 -5.8295 -1.7144 -0.1 -0.1 0.0 -0.186
C 0.3609 -5.1004 -0.9412 0.0 0.0 0.0 -0.260
C 0.3657 -5.1925 0.4688 -0.1 -0.1 0.0 -0.123
S 1.4767 -4.3356 1.4638 0.2 0.2 0.0 -0.385
C -0.5959 -6.0641 1.0357 0.0 0.1 0.0 -0.275
C -1.4696 -6.7868 0.2599 -0.1 0.0 -0.1 -0.101
H -1.3341 -7.1730 -3.4617 0.0 0.0 0.0 0.477
H -0.4744 -5.6816 -2.7910 0.0 0.0 0.0 0.179
H 1.0770 -4.4468 -1.4226 0.0 0.0 0.0 0.209
H -0.6225 -6.1498 2.1143 0.0 0.0 0.0 0.214
H -2.2008 -7.4466 0.7105 0.0 0.0 0.0 0.213
O 0.1716 -0.7638 1.8916 -0.1 -0.1 -0.2 -0.974
H -0.1800 0.0560 1.4951 0.1 0.1 0.3 0.502
H 0.7336 -0.4391 2.6046 0.0 0.1 0.0 0.488
C -2.0811 6.6448 -2.3045 0.0 -0.1 0.1 -0.613
C -1.5578 5.6751 -1.2738 0.0 0.1 -0.1 -0.076
C -0.4108 5.9416 -0.5410 0.0 0.0 0.0 -0.253
C 0.0673 5.0660 0.4307 -0.1 0.0 -0.1 0.040
C 1.3197 5.4132 1.1821 0.0 0.0 0.0 -0.649
C -0.6279 3.8719 0.7053 0.0 -0.1 0.1 -0.185
Se -0.0530 2.7323 2.1182 0.0 -0.1 0.0 -0.556
C -1.7713 3.5732 -0.0648 0.0 0.1 -0.1 -0.052
C -2.5394 2.2980 0.1384 0.0 0.1 0.0 -0.627
C -2.2151 4.4774 -1.0243 0.0 -0.1 0.0 -0.226
H -1.3905 7.4786 -2.4414 0.0 0.0 0.0 0.199
H -3.0491 7.0574 -2.0056 0.0 0.0 0.0 0.197
H -2.2201 6.1589 -3.2738 0.0 0.0 0.0 0.200
H 0.1357 6.8630 -0.7294 0.0 0.0 0.0 0.178
H 1.7828 6.3139 0.7709 0.0 0.0 0.0 0.180
H 2.0292 4.5849 1.1412 0.0 0.0 0.0 0.236
H 1.1022 5.5690 2.2412 0.0 0.0 0.0 0.222
H -1.8633 1.4773 0.3736 0.0 0.0 0.0 0.232
H -3.1197 2.0518 -0.7541 0.0 0.0 0.0 0.187
H -3.2237 2.3898 0.9865 0.0 -0.1 0.0 0.214
H -3.1056 4.2325 -1.5998 0.0 0.0 0.0 0.180
Cl 4.4424 -1.0362 3.5855 0.0 0.0 0.1 -0.065
C 4.6418 0.0013 2.1407 0.0 -0.2 -0.2 -0.308
Cl 3.1203 0.8525 1.8086 0.0 0.0 -0.1 -0.012
C 5.1661 -0.8823 0.9514 0.1 0.1 0.2 0.751
O 6.3828 -0.7742 0.7868 0.1 0.0 -0.1 -0.709
O 4.3415 -1.6031 0.3421 -0.3 0.1 0.1 -0.799
H 5.3827 0.7489 2.3917 0.0 0.0 0.0 0.220
```
Forces are in eV/Å.

Summary:
- calculated total energy (a.u.) = -4966.1691
- F_max (eV/A) = 0.39
- E_HOMO (eV) = -1.68
- LUMO level (Ha) = 0.148
- energy relative to the best compared isomer or geometry (same formula, charge and spin) (kcal per mole) = 0.6
- frontier orbital gap (hartree) = 0.210
- net charge = -2